Computed, not measured: a structure of composition C8H12N2PY at a distorted geometry, with ωB97M-V/def2-TZVPD.

Output
HOMO level (alpha / beta) = -5.54 / -5.50 eV
relative energy (zero: lowest compared OMol25 entry of this formula, charge and spin) = 35.8 kJ/mol
E_tot = -800.946481 a.u.

```
24
C8H12N2PY | the OMol25 dataset | ωB97M-V/def2-TZVPD
C -1.06285 1.05381 -2.37866
C -1.01390 1.98968 -3.45295
C 0.22763 2.68850 -3.39427
C 0.97034 2.20222 -2.27417
C 0.21766 1.19059 -1.62742
Y -1.56539 -1.22676 0.33638
P -0.18755 -3.56097 0.40481
H -1.87890 0.35695 -2.13584
H -1.80186 2.13299 -4.18881
H 0.54532 3.46502 -4.08650
H 0.52184 0.61194 -0.74647
H 1.95318 2.55332 -1.96665
H 1.14035 -3.70529 -0.13625
H -0.81766 -4.55756 -0.43622
H 0.00126 -4.39136 1.56524
N -0.22350 -0.00563 3.52753
C 1.12913 -0.12994 3.27361
C 1.28041 -0.27521 1.93728
N 0.01442 -0.28538 1.36338
C -0.90995 -0.13048 2.37848
H -0.63196 0.16684 4.44784
H 1.87700 -0.06584 4.05030
H 2.12751 -0.38982 1.29378
H -1.91253 0.31237 2.24556
```